Version a
Molecular formula: C18H20N2OS
Method: DFT, ωB97M-V/def2-TZVPD

ORCA input file:
```
! wB97M-V def2-TZVPD RIJCOSX def2/J DEFGRID3
* xyz 0 1
C -0.46404 2.76718 -3.50038
O -0.78924 2.90467 -2.07160
C -0.07029 4.08543 -1.49798
C -0.05589 3.94892 0.13667
C -1.57918 3.54380 0.60262
N -2.72923 3.13552 1.02668
C 0.97644 2.82273 0.73157
S 0.13654 1.12362 0.57222
C 2.44586 2.86133 -0.02672
N 3.63368 2.66989 -0.51624
H -1.42529 2.55634 -4.14098
H -0.00806 3.78776 -3.90448
H 0.27046 1.85590 -3.59901
H 0.97432 4.27555 -1.99023
H -0.77896 5.01388 -1.74469
H 0.16349 5.01316 0.57128
H 1.18850 3.06585 1.88025
H 0.49938 0.58903 -0.69602
C -1.76778 -2.28606 5.03349
C -0.48841 -2.76168 5.31950
C 0.60361 -2.32028 4.57288
C 0.41566 -1.40565 3.53637
C -0.86500 -0.93710 3.24429
C -1.95658 -1.37560 3.99333
H -2.61752 -2.62506 5.61977
H -0.34213 -3.47638 6.12554
H 1.60100 -2.68857 4.79830
H 1.26656 -1.05960 2.95619
H -1.01253 -0.22882 2.43267
H -2.95419 -1.00858 3.76712
C -0.10009 -2.39955 -1.57140
C 1.26525 -2.67787 -1.62778
C 1.84396 -3.09430 -2.82630
C 1.05590 -3.23679 -3.96861
C -0.31119 -2.96743 -3.90997
C -0.88930 -2.54736 -2.71237
H -0.54947 -2.06864 -0.63905
H 1.87903 -2.56934 -0.73706
H 2.90871 -3.30782 -2.87069
H 1.50693 -3.55871 -4.90313
H -0.92667 -3.08413 -4.79863
H -1.95423 -2.33523 -2.66742
*
```

Properties
SMILES string = COC[C@@H](C#N)[C@@H](S)C#N.c1ccccc1.c1ccccc1
Kohn-Sham gap = 9.4 eV
HOMO energy = -9.2796 eV
LUMO = 0.003 Eh

=====

Version b
Molecular formula: C18H20N2OS
Method: DFT, ωB97M-V/def2-TZVPD

ORCA input file:
```
! wB97M-V def2-TZVPD RIJCOSX def2/J DEFGRID3
* xyz 0 1
C 5.01418 2.47725 -1.34159
C 5.19404 1.12167 -0.77301
C 4.17416 0.81976 0.05338
C 4.10988 -0.54464 0.67361
C 5.16421 -1.53585 0.30923
C 6.09866 -1.04796 -0.32992
C 6.01874 0.15183 -0.83285
H 6.88516 0.60322 -1.78299
H 6.93552 -1.59633 -0.65627
H 5.19784 -2.36418 0.94428
O 3.05684 -0.79901 1.58454
C 1.80819 -0.19294 1.66111
C 0.96970 -0.60192 0.46879
C 0.54600 -1.78056 0.44346
H -0.08544 -2.22336 1.12145
H 1.32141 -2.54805 0.40274
S -0.44627 -2.27315 -1.03654
C -1.97964 -1.37020 -0.50442
N -2.02728 -0.62007 0.49519
C -3.44787 -0.19917 0.62530
C -4.19672 0.46525 1.35589
C -5.55564 0.92671 1.26802
C -6.02370 0.61851 -0.06411
C -5.35892 -0.16010 -0.88794
C -4.00458 -0.40597 -0.97815
N -2.94341 -1.24287 -1.42744
H -3.07298 -1.84805 -2.34113
H -5.68959 -0.30981 -2.04899
C -7.50475 0.90119 -0.29292
H -7.70375 0.58355 -1.32537
H -7.49726 2.13259 -0.39169
H -8.14044 0.48399 0.20119
H -5.99858 1.43015 1.84349
H -3.73955 0.60138 2.37723
H 0.03060 0.12341 0.77673
H 1.47435 0.13088 -0.29525
H 1.49484 -0.73722 2.48092
H 2.10898 0.78758 2.24553
H 3.17704 1.45535 0.26352
H 5.75480 2.81725 -1.89081
H 4.90276 3.18168 -0.52079
H 3.97846 2.58823 -1.87345
*
```

Properties
Kohn-Sham gap = 8.5 eV
HOMO energy = -8.0950 eV
LUMO = 0.015 Eh

=====

The winner here is version a, beating the second structure by 756.8 kJ/mol.

=====

Version a
Molecular formula: C5H10N2O2
Method: DFT, ωB97M-V/def2-TZVPD

ORCA input file:
```
! wB97M-V def2-TZVPD RIJCOSX def2/J DEFGRID3
* xyz 0 1
O -3.15086 -0.73418 -0.49741
N -2.53219 0.32487 -0.64226
N -1.32937 0.26940 -0.08398
C -0.80866 -1.00474 0.64259
C 0.41710 -1.22850 -0.05763
C 1.38115 -0.12043 0.06825
O 2.41975 -0.60344 -0.63406
C 0.86645 1.29083 -0.27751
C -0.58041 1.48259 0.24630
H -1.51525 -1.93918 0.70408
H -0.67709 -0.50187 1.69206
H 0.15200 -1.32744 -1.15078
H 0.66998 -2.07800 0.42675
H 1.80517 -0.23752 1.22538
H 2.02315 -0.95191 -1.45470
H 1.61521 2.03537 0.10445
H 0.99051 1.28376 -1.32744
H -0.68983 1.71507 1.33251
H -1.05682 2.32532 -0.31657
*
```

Properties
SMILES string = O=NN1CCC(O)CC1
Kohn-Sham gap = 10.0 eV
HOMO energy = -9.2264 eV
LUMO = 0.028 Eh

=====

Version b
Molecular formula: C5H10N2O2
Method: DFT, ωB97M-V/def2-TZVPD

ORCA input file:
```
! wB97M-V def2-TZVPD RIJCOSX def2/J DEFGRID3
* xyz 0 1
C -1.64173 -0.14231 -0.99028
C 0.32764 0.15450 0.99767
C 0.89516 0.00631 -0.44826
C -0.29526 0.50831 -0.91752
N 2.11880 0.59231 -0.75218
N -0.19173 -2.18928 1.11393
C -0.00903 -0.94666 1.70338
O 0.56066 1.34248 1.69026
O -0.21569 1.71783 -1.61407
H 0.47323 2.07394 1.06652
H -0.99818 1.82519 -2.16768
H 2.81278 0.57933 -0.02224
H 2.09381 1.46705 -1.26024
H 0.18545 -2.21683 0.16909
H 0.07583 -2.97602 1.68632
H -0.16947 -0.88198 2.77004
H -2.44243 0.59596 -0.91157
H -1.75710 -0.67559 -1.93642
H -1.82273 -0.83457 -0.17675
*
```

Properties
Kohn-Sham gap = 7.3 eV
HOMO energy = -6.7023 eV
LUMO = 0.023 Eh

=====

Version c
Molecular formula: C5H10N2O2
Method: DFT, ωB97M-V/def2-TZVPD

ORCA input file:
```
! wB97M-V def2-TZVPD RIJCOSX def2/J DEFGRID3
* xyz 0 1
C 1.28037 -1.40506 1.11757
C 1.50244 -0.98155 -0.33099
O 0.64909 -1.76520 -1.16620
C 1.27586 0.46489 -0.52426
N 1.69496 1.55203 -0.71795
H 1.37942 -2.48585 1.19836
H 0.28099 -1.12984 1.44078
H 2.00727 -0.91683 1.76392
H 2.55292 -1.16257 -0.60562
H 0.66677 -1.39222 -2.05952
C -0.81844 2.19126 0.11255
N -0.70112 0.77704 -0.08071
C -1.66613 -0.02195 -0.22321
O -2.95267 0.32329 0.01481
H -1.75799 2.57736 -0.28088
H -0.76775 2.41848 1.17847
H 0.36574 2.44284 -0.23270
H -1.45923 -1.04645 -0.51641
H -3.53251 -0.43969 -0.08800
*
```

Properties
SMILES string = C[C@@H](O)C#N.C/N=C\O
Kohn-Sham gap = 9.5 eV
HOMO energy = -9.1410 eV
LUMO = 0.014 Eh

=====

Version d
Molecular formula: C5H10N2O2
Method: DFT, ωB97M-V/def2-TZVPD

ORCA input file:
```
! wB97M-V def2-TZVPD RIJCOSX def2/J DEFGRID3
* xyz 0 1
C -1.99240 0.88791 0.62416
C -0.51950 0.58055 0.39574
C 0.22288 1.30705 -0.97097
C 2.10465 -0.44649 -0.13672
C 1.01414 -1.40504 0.56938
H -2.46484 -0.16431 0.93708
H -2.70442 1.25608 -0.41641
H -2.28594 1.83225 1.38472
H -0.04055 0.89106 1.33577
H 0.08682 0.61793 -1.94993
H 0.20741 2.42545 -1.40365
H 3.13304 -0.40168 0.85662
H 2.69805 -1.20465 -1.27313
H 1.07990 -1.09434 1.55268
H 0.95865 -2.41012 0.31011
N -0.23396 -0.74992 0.11029
N -0.89143 -1.53653 -0.59054
O 1.61526 0.81394 -0.42013
O -1.98777 -1.19913 -0.91507
*
```

Properties
Kohn-Sham gap = 9.5 eV
HOMO energy = -8.7890 eV
LUMO = 0.025 Eh

=====

The winner here is version c, beating the second structure by 38.4 kJ/mol.

=====

Version a
Molecular formula: C2H6N6
Method: DFT, ωB97M-V/def2-TZVPD

ORCA input file:
```
! wB97M-V def2-TZVPD RIJCOSX def2/J DEFGRID3
* xyz 0 1
N 2.95542 0.00140 0.29983
N 1.75288 -0.70168 -0.03836
C 0.68100 -0.19254 -0.10633
N 0.32510 1.17041 0.02340
C -0.86464 1.15774 -0.16368
N -1.61350 -0.01618 -0.41221
N -2.65982 -0.25914 0.51546
N -0.52597 -0.91682 -0.13116
H 3.74275 -0.42268 -0.40195
H 3.10307 1.19424 0.37925
H -1.58676 1.99554 -0.23729
H -1.91754 -1.05564 1.04794
H -3.54326 -0.78695 0.03274
H -0.33516 -1.66162 -0.99925
*
```

Properties
SMILES string = N/N=c1\ncn(N)[nH]1
Kohn-Sham gap = 9.3 eV
HOMO energy = -8.3834 eV
LUMO = 0.032 Eh

=====

Version b
Molecular formula: C2H6N6
Method: DFT, ωB97M-V/def2-TZVPD

ORCA input file:
```
! wB97M-V def2-TZVPD RIJCOSX def2/J DEFGRID3
* xyz 0 1
H -0.40250 2.19017 0.80671
N 0.40643 1.56241 0.65848
C 0.02806 0.44857 0.18695
N 0.80629 -0.56571 -0.23468
C 2.22917 -0.46857 -0.22374
N 0.03901 -1.55860 -0.69330
N -1.14399 -1.29769 -0.62105
N -1.31816 -0.11095 -0.04998
N -2.54373 0.44772 0.23266
H 2.52047 0.58232 -0.60851
H 2.51028 -0.61955 0.80575
H 2.72764 -1.21104 -0.90899
H -2.67549 0.40233 1.19419
H -3.18346 0.19858 -0.54450
*
```

Properties
SMILES string = [H]/N=c1/n(C)nnn1N
Kohn-Sham gap = 9.2 eV
HOMO energy = -8.3108 eV
LUMO = 0.034 Eh

=====

Version c
Molecular formula: C2H6N6
Method: DFT, ωB97M-V/def2-TZVPD

ORCA input file:
```
! wB97M-V def2-TZVPD RIJCOSX def2/J DEFGRID3
* xyz 0 1
C 0.73543 0.33397 -0.10069
C -1.20758 -0.39622 0.23051
H 2.36481 -1.56085 1.14842
H 3.79025 -0.42546 -0.23338
H -3.53660 -0.44344 0.04766
H -2.77928 -1.98194 -0.48793
H -2.09049 1.38875 -0.41659
H 0.26813 1.89473 0.81295
N 2.55495 -0.83304 -0.03600
N 2.02860 0.27310 -0.32127
N -0.06013 -0.84706 0.26880
N -2.54938 -0.92282 -0.26659
N -1.34260 1.07554 0.15098
N 0.05656 1.46881 -0.03164
*
```

Properties
Kohn-Sham gap = 7.8 eV
HOMO energy = -7.1710 eV
LUMO = 0.022 Eh

=====

The winner here is version b, beating the second structure by 287.2 kJ/mol.

=====

Version a
Molecular formula: C2H9NS
Method: DFT, ωB97M-V/def2-TZVPD

ORCA input file:
```
! wB97M-V def2-TZVPD RIJCOSX def2/J DEFGRID3
* xyz 0 1
N -1.06007 0.86893 -2.26402
H -1.68437 0.73569 -1.54230
H -0.76047 -6.89338 0.14225
H -0.46335 1.70513 -2.07063
H -0.49847 0.08678 -2.34628
C 0.90542 2.44306 0.98797
C 0.82083 0.94499 0.95099
S -0.14859 0.49171 2.46413
H -1.37529 -7.38259 0.23071
H 1.81402 2.86910 0.90557
H 0.33586 3.02261 1.64028
H 1.75476 0.46699 1.03343
H 0.35972 0.64097 -0.13208
*
```

Properties
Kohn-Sham gap = 6.0 eV
HOMO energy = -8.4529 eV
LUMO = -0.091 Eh

=====

Version b
Molecular formula: C2H9NS
Method: DFT, ωB97M-V/def2-TZVPD

ORCA input file:
```
! wB97M-V def2-TZVPD RIJCOSX def2/J DEFGRID3
* xyz 0 1
C 1.40698 -0.08906 -0.80326
N 0.07557 0.15430 -0.24131
C 0.15709 0.91997 1.00897
H 1.85190 0.76703 -1.31702
H 1.35638 -0.93967 -1.48236
H 2.01781 -0.47953 0.01059
H -0.49691 0.68178 -0.88412
H 0.96163 1.65974 0.95705
H -0.78068 1.44236 1.18339
H 0.41682 0.24077 1.82644
S -2.67838 -1.78127 0.22452
H -2.93855 -0.75136 -0.60347
H -1.34967 -1.82507 0.12058
*
```

Properties
SMILES string = CNC.S
Kohn-Sham gap = 9.9 eV
HOMO energy = -8.9769 eV
LUMO = 0.034 Eh

=====

The winner here is version b, beating the second structure by 459.0 kJ/mol.